(1)
Density functional theory data (ωB97M-V/def2-TZVPD) for C3H3N3O2 as an isolated structure.

Each line ends with the natural charge from an NBO analysis.
CARTESIAN COORDINATES (ANGSTROEM)
O (-1.91688, 0.93268, 1.76559)  -0.651
O (2.65754, -0.08056, -0.07721)  -0.596
N (0.75165, -0.79414, -1.49563)  -0.246
N (0.44368, 0.44339, 0.49826)  -0.474
N (-0.59112, -0.89214, -1.31786)  -0.115
C (-0.79773, -0.03546, -0.07955)  0.077
C (1.38977, 0.02163, -0.33292)  0.559
C (-1.87794, 0.18834, 0.67596)  0.241
H (-2.74074, -0.58299, 0.32565)  0.187
H (-2.74071, 1.36573, 2.09188)  0.518
H (3.04203, 0.05350, -1.29893)  0.501

---

(2)
Density functional theory data (ωB97M-V/def2-TZVPD) for one molecule with the formula C3H3N3O2.

Each line ends with the natural charge from an NBO analysis.
CARTESIAN COORDINATES (ANGSTROEM)
O (-0.63640, -1.03018, -1.92039)  -0.529
O (1.66370, 0.67767, 0.03167)  -0.265
N (1.69455, -0.64397, -1.79829)  -0.153
N (2.42970, 0.03872, -1.21112)  0.201
N (0.42108, 0.28775, -0.20829)  -0.161
C (-0.29105, 0.41142, 0.94224)  -0.041
C (-1.60353, 0.02981, 1.18353)  -0.417
C (0.26331, -0.43535, -1.34602)  0.683
H (0.32605, 0.79972, 1.80907)  0.240
H (-1.95943, 0.17849, 2.16725)  0.213
H (-2.30797, -0.31409, 0.35034)  0.230

---

What LUMO level values result from the calculations? In sequence: -0.71; -0.35 eV.
What HOMO values result from the calculations? In sequence: -0.33262; -0.34148 Eh.
What relative energy (zero: lowest compared OMol25 entry of this formula, charge and spin) values result from the calculations? In sequence: 141.9; 134.9 kcal per mole.